C4H13NO3 | ωB97M-V/def2-TZVPD

Summary:
Electronic energy   -11989.4928 eV
E_LUMO   0.0005 Eh
Molar mass   123.15 g/mol
ΔE to the lowest compared entry with this formula, charge and spin   2.9785 eV
SMILES string   CCN(C)C=O.O.O
E_HOMO   -0.3302 hartree
Kohn-Sham gap   8.997 eV

Each line ends with the Mulliken charge.
Atoms and positions in Å:
C 2.4667 0.0145 2.5274  -0.0270
N 1.8193 -1.0038 1.7360  -0.0388
C 0.3639 -1.2415 2.0534  -0.5503
C -0.4639 -0.2003 1.1756  -0.7997
C 2.3940 -1.2854 0.5064  -0.8597
O 3.4758 0.5883 2.2294  -0.5277
H 1.8466 0.3870 3.2710  0.3972
H 0.1209 -2.2164 1.7685  0.3631
H 0.2405 -0.9231 3.0775  0.3190
H 0.2745 0.6375 1.2841  0.2476
H -1.4192 -0.0071 1.8373  0.2548
H -0.6975 -0.2723 0.1411  0.3548
H 1.6075 -1.6414 -0.1797  0.3492
H 3.2636 -1.9859 0.7684  0.2481
H 2.7804 -0.2945 0.1571  0.2693
H -5.4030 0.2335 -2.2806  0.3307
H -4.1551 0.9817 -1.9485  0.3038
O -4.8770 0.6438 -1.4489  -0.6342
H -3.6054 1.5066 -6.7123  0.3194
H -2.6278 1.4766 -5.5424  0.3204
O -2.7894 1.9455 -6.4518  -0.6400